Density functional theory data (wB97M-V/def2-TZVPD) for a cluster of 2 separate species, C5H14 in total in a non-equilibrium geometry.

## Properties
Orbital gap (alpha / beta) in eV: 12.03 / 4.59
Highest occupied orbital energy (alpha / beta) in eV: -15.1 / -15.1

Geometry as ORCA input:
```
! RIJCOSX wB97M-V def2-TZVPD def2/J DEFGRID3
* xyz 1 2
C -1.1954 -1.7531 -2.4523
C -1.3565 -0.2383 -2.4364
H -1.0796 -2.1085 -3.4750
H -0.3415 -2.1381 -1.9005
H -2.0966 -2.2173 -2.0526
H -0.7949 0.3299 -1.6681
H -2.3921 0.0900 -2.3419
H -1.0301 0.1963 -3.3812
C 1.3013 0.2234 1.6285
C 0.6471 1.0903 0.5066
C 0.6950 0.7343 2.9565
H 1.1769 -0.8545 1.5806
H 2.3817 0.4157 1.5339
H 0.1463 0.2602 -0.0724
H -0.2978 1.1692 2.9945
H 0.8159 -0.0621 3.6991
H 1.4619 1.4729 3.2581
H -0.1145 1.7079 0.9085
H 1.3001 1.6604 -0.1442
*
```

These are the Löwdin partial charges, in e, on atoms 1 to 2:
1 C -0.1437
2 C -0.1391

Density functional theory data (wB97M-V/def2-TZVPD) for a cluster of 2 separate species, C5H14 in total in a non-equilibrium geometry.

## Properties
Orbital gap (alpha / beta) in eV: 12.47 / 5.05
Highest occupied orbital energy (alpha / beta) in eV: -15.5 / -15.5

Geometry as ORCA input:
```
! RIJCOSX wB97M-V def2-TZVPD def2/J DEFGRID3
* xyz 1 2
C 1.8858 -0.5075 0.4887
C 2.2331 0.9140 0.8787
H 1.4297 -0.5783 -0.5075
H 2.7396 -1.1778 0.4470
H 1.1786 -0.9964 1.1672
H 2.9738 0.9179 1.6689
H 1.3949 1.4582 1.2930
H 2.6939 1.4392 0.0504
C -1.4988 -0.6108 -0.3683
C -1.2468 -0.1684 -1.8341
C -1.5494 0.3328 0.7752
H -2.4771 -1.1249 -0.4031
H -0.5963 -1.2388 -0.1448
H -1.2141 -0.9511 -2.5800
H -0.2450 0.2828 -1.8330
H -0.6299 0.9308 0.7965
H -2.5155 0.8743 0.7019
H -2.0996 0.4905 -2.0369
H -1.6768 -0.1340 1.7676
*
```

These are the Löwdin partial charges, in e, on atoms 1 to 2:
1 C -0.1647
2 C -0.1403

Density functional theory data (wB97M-V/def2-TZVPD) for a cluster of 2 separate species, C5H14 in total.

## Properties
Orbital gap (alpha / beta) in eV: 11.53 / 4.69
Highest occupied orbital energy (alpha / beta) in eV: -14.8 / -14.8

Geometry as ORCA input:
```
! RIJCOSX wB97M-V def2-TZVPD def2/J DEFGRID3
* xyz 1 2
C 0.1675 -2.1586 -0.4488
C -0.8935 -1.1906 -0.1359
C 0.6414 -2.0005 -1.9796
H 0.9252 -2.2270 0.3379
H -0.1201 -3.2338 -0.6451
H -1.7032 -1.1477 -0.8601
H 0.3398 -2.6867 -2.7750
H 0.3718 -0.9933 -2.2943
H -0.4746 -0.1721 -0.0410
H -1.2941 -1.3477 0.8794
H 1.7076 -2.1295 -1.7170
C -0.6479 2.3354 1.4980
C 0.7426 2.5123 0.8990
H -1.4838 2.8213 0.9937
H -0.6770 2.6716 2.5297
H -0.9503 1.2810 1.5329
H 0.8182 3.4249 0.3147
H 1.0248 1.6860 0.2326
H 1.5055 2.5552 1.6789
*
```

These are the Löwdin partial charges, in e, on atoms 1 to 2:
1 C -0.1302
2 C -0.0498

Density functional theory data (wB97M-V/def2-TZVPD) for a structure of composition C5H14Br2N4 in a non-equilibrium geometry.

## Properties
Orbital gap (alpha / beta) in eV: 7.92 / 8.14
Highest occupied orbital energy (alpha / beta) in eV: -15.9 / -16.0

Geometry as ORCA input:
```
! RIJCOSX wB97M-V def2-TZVPD def2/J DEFGRID3
* xyz 2 1
C 0.2551 -0.7493 2.8002
C 0.6297 -0.7850 -0.7415
C -0.1996 0.2761 -1.4752
C -0.1075 -1.3808 0.4734
C 0.5591 0.7817 -2.7004
N 0.7154 -0.6186 3.9880
N -1.9364 0.0139 2.6696
N 0.6725 -1.2386 1.6943
N -0.2267 1.8115 -3.4451
Br -2.4706 0.0721 4.4047
Br -1.7810 1.6201 1.8176
H 1.5651 -0.3343 -0.4084
H 0.8800 -1.5813 -1.4415
H -0.4137 1.1017 -0.7968
H -1.1440 -0.1702 -1.7872
H -0.2901 -2.4478 0.3159
H -1.0696 -0.8973 0.6322
H 1.5085 1.2280 -2.4008
H 0.7635 -0.0470 -3.3805
H 0.1260 -0.2054 4.7111
H 1.6154 -0.9721 4.3135
H 1.6024 -1.6694 1.6439
H -0.4249 2.6258 -2.8486
H -1.1260 1.4283 -3.7688
H 0.2975 2.1378 -4.2695
*
```

These are the Löwdin partial charges, in e, on atoms 1 to 2:
1 C -0.1755
2 C -0.1583

Density functional theory data (wB97M-V/def2-TZVPD) for the ion C5H14ClFN4OP with charge +1.

## Properties
Orbital gap in eV: 9.47
SMILES: CN(N)/C(NCCCF)=[NH+]/P(O)Cl
Highest occupied orbital energy in eV: -13.7

Geometry as ORCA input:
```
! RIJCOSX wB97M-V def2-TZVPD def2/J DEFGRID3
* xyz 1 1
C -2.6016 -0.4324 -0.6619
N -1.4436 -1.2344 -0.2390
N -1.8056 -2.4968 0.2789
C -0.2154 -0.8218 -0.3255
N 0.0998 0.4470 -0.7991
C -0.0466 1.5635 0.1890
C 1.2970 2.2024 0.5792
C 1.5464 2.3060 2.0844
F 1.3477 3.6086 2.5057
N 0.7985 -1.6888 0.0667
P 1.7231 -2.5660 -1.1713
O 1.7577 -1.5361 -2.4273
Cl 0.1877 -3.7055 -1.9176
H -3.3894 -1.1259 -0.9268
H -2.9260 0.1875 0.1739
H -2.3455 0.2096 -1.4975
H -1.1710 -3.1946 -0.0913
H -1.7146 -2.4665 1.2905
H -0.3536 0.6419 -1.6834
H -0.7208 2.2947 -0.2530
H -0.5612 1.1831 1.0759
H 1.3297 3.2208 0.1944
H 2.0963 1.6332 0.1065
H 2.5680 2.0212 2.3377
H 0.8607 1.6766 2.6591
H 1.4656 -1.2218 0.6783
H 2.2167 -0.7054 -2.2265
*
```

These are the Löwdin partial charges, in e, on atoms 1 to 2:
1 C 0.0382
2 N -0.0996

Density functional theory data (wB97M-V/def2-TZVPD) for a cluster of 2 separate species, C5H14N in total in a non-equilibrium geometry.

## Properties
Orbital gap in eV: 11.51
Highest occupied orbital energy in eV: -15.0

Geometry as ORCA input:
```
! RIJCOSX wB97M-V def2-TZVPD def2/J DEFGRID3
* xyz 1 1
C -1.8831 0.1889 2.1644
C -0.4719 -0.4148 2.2391
H -2.6700 -0.5158 2.4511
H -2.0949 0.5696 1.1633
H -1.9454 1.0178 2.8692
H -0.3873 -1.2764 1.5745
H 0.2935 0.3120 1.9314
H -0.2322 -0.7336 3.2504
C 1.2290 -1.0007 -2.2569
C 1.0017 0.1760 -1.3801
C 1.6616 1.3217 -1.3849
N -0.3507 0.1637 -0.7202
H 2.0629 -0.7382 -2.9152
H 1.5941 -1.8743 -1.7090
H 0.3931 -1.3338 -2.8755
H 1.3169 2.1968 -0.8486
H 2.5496 1.4126 -1.9948
H -1.1063 0.3654 -1.3762
H -0.3800 0.8559 0.0306
H -0.5806 -0.6929 -0.2125
*
```

These are the Löwdin partial charges, in e, on atoms 1 to 2:
1 C -0.1427
2 C -0.1618